1.
This record from the OMol25 dataset describes a cluster of 6 separate species, C26H40N6 in total at a distorted geometry. The level of theory is ωB97M-V/def2-TZVPD.

Geometry as XYZ:
```
72
Properties=species:S:1:pos:R:3:forces:R:3
N -3.111 1.134 -4.666 0.0900 1.1756 -1.9201
N 5.671 2.427 -0.062 1.0996 -0.7924 -0.4188
N -0.106 -1.525 -1.258 -2.4432 -0.3191 -1.1822
N -5.481 2.720 2.079 -0.2813 0.7342 -0.6639
N -1.143 -4.078 0.620 -0.1013 0.6076 0.8535
N 1.293 -0.444 0.892 0.0570 0.3751 -1.2501
C -1.846 -3.886 1.788 -0.5746 -0.5264 -0.1949
C -1.511 -1.521 -1.421 1.7431 -1.0056 -0.9436
C 1.676 1.449 -0.723 -1.1391 -0.4459 1.2360
C -3.749 1.668 2.895 -0.5068 0.8916 1.3429
C 5.816 3.181 -1.193 0.0610 -0.8218 0.3672
C -0.549 -2.828 -3.003 1.2731 -0.4870 -0.8313
C 2.226 0.635 0.442 0.0913 -0.9989 -0.0229
C -2.179 1.447 -2.710 -0.4555 0.1120 0.2490
C 0.262 0.879 2.751 -1.1563 0.3587 -1.2209
C 0.054 -0.019 1.523 0.5211 -0.5108 -0.4579
C -1.222 1.739 -3.711 0.4934 1.1343 0.9763
C -1.762 -2.346 -2.531 -1.1168 1.0230 1.2283
C -1.851 1.669 -4.888 -0.9152 -1.0027 -1.8538
C -4.658 2.406 1.027 -1.7983 1.3926 -0.8303
C -1.391 -4.808 2.719 -0.2770 0.6622 -0.0580
C 4.990 4.243 -1.038 -0.4452 1.1479 -0.4698
C 4.340 4.138 0.229 -0.4366 0.1808 0.2753
C -0.169 -4.985 0.835 0.2650 -0.7967 0.6018
C -4.917 2.366 3.266 0.8109 -1.4255 -1.1598
C 1.962 -1.362 1.709 1.5345 -2.4234 0.9551
C -3.565 1.799 1.489 0.8699 -1.4444 1.0214
C -0.311 -5.477 2.139 0.8301 -0.1967 -1.4601
C 2.883 -2.338 0.967 1.1032 0.3719 -0.4218
C -3.364 1.129 -3.359 0.4779 -0.3288 2.1532
C 4.804 3.003 0.809 0.9857 -1.1530 0.2928
C 0.447 -2.289 -2.245 0.3814 0.5432 1.0526
H -0.555 0.288 0.672 -0.3982 1.2814 0.4632
H -5.463 2.574 4.173 0.3755 -0.3176 0.0965
H 3.140 0.184 0.057 0.0493 -0.4005 0.3955
H 2.362 2.179 -1.152 -0.1240 -0.0379 0.2492
H -2.771 1.350 0.910 0.0117 0.2166 0.0288
H -4.358 0.951 -2.977 0.1845 -0.2984 0.0491
H -1.278 -3.574 -0.245 -0.0409 0.1543 0.0560
H -4.939 2.783 0.054 0.1307 -0.3360 -0.0954
H -0.737 1.235 3.003 0.0533 -0.1222 0.7011
H -2.729 -2.511 -2.983 -0.0029 -0.0465 0.1607
H -1.589 2.020 -5.876 0.2278 -0.4254 0.0307
H 2.458 -3.294 0.660 -0.4092 0.0979 0.3639
H 0.791 1.790 2.472 0.2553 -0.0895 0.0819
H 4.782 2.464 1.745 -0.8035 0.6016 0.2597
H 3.298 -1.929 0.046 -0.0616 0.3126 -0.0874
H -1.979 1.579 -1.657 -0.3263 -0.2161 0.0015
H 1.291 0.751 -1.467 0.3700 0.0272 -0.2860
H 0.415 -1.132 -0.486 0.5392 0.3288 0.5068
H -0.304 -3.483 -3.826 -0.4963 0.0507 -0.1209
H 6.301 1.669 0.159 -0.3511 0.0680 0.0402
H -1.778 -5.024 3.704 -0.0817 0.3358 -0.0664
H -0.251 2.193 -3.574 0.0230 -0.2387 0.1336
H 3.763 -2.523 1.583 -0.0154 -0.3345 0.0893
H 0.536 -5.188 0.043 -0.0247 -0.2268 0.1654
H 2.487 1.133 1.376 0.2594 0.8923 -0.3366
H -3.793 0.954 -5.388 0.1937 0.1853 0.2132
H -3.112 1.142 3.591 0.1041 0.1755 -0.0559
H 6.446 2.795 -1.981 -0.0515 0.4508 -0.0621
H -6.393 3.128 1.932 0.3182 0.0810 0.2903
H 4.912 5.046 -1.756 -0.2701 -0.0455 0.0752
H -2.685 -3.207 1.821 0.0773 -0.0584 0.0076
H 0.774 0.357 3.559 -0.2383 0.0995 -0.0245
H 1.523 -2.317 -2.322 -0.0682 -0.3332 -0.0473
H 3.574 4.736 0.702 0.1826 0.3461 -0.3553
H 0.767 1.873 -0.297 -0.0585 0.9103 -0.4803
H 1.360 -2.069 2.281 -1.1193 0.4047 -0.2242
H -0.433 -0.965 1.759 -0.1260 -0.0024 0.5768
H 2.501 -0.895 2.533 0.6014 0.5091 0.0083
H 0.287 -6.265 2.572 -0.0158 0.1197 0.0164
H -2.160 -0.925 -0.797 0.0849 -0.1511 -0.0638
```
Forces are in eV/Å.

For the gap between HOMO and LUMO, the calculation gives 0.311 Eh. As for the total energy: -1343.13504 a.u. The largest force on an atom is 3.02 eV/Å. Its SMILES is c1cc[nH]c1.c1cc[nH]c1.c1cc[nH]c1.c1cc[nH]c1.c1cc[nH]c1.CCN(CC)CC. Its net charge is 0. The value obtained for the energy above the lowest of the compared OMol25 structures with the same formula, charge and spin is 41.3 kcal/mol.

Atomic partial charges in e from the Löwdin method, atoms 1 to 5:
1. N 0.005
2. N -0.012
3. N 0.031
4. N -0.014
5. N 0.024

2.
This record from the OMol25 dataset describes a structure of composition C26H40N9O3PS2Tl. The level of theory is ωB97M-V/def2-TZVPD.

Geometry as XYZ:
```
82
Properties=species:S:1:pos:R:3:forces:R:3
Tl -0.108 0.242 0.813 -0.2869 -0.2932 0.1688
S 0.007 0.243 3.270 0.1004 0.1409 0.0031
S -2.243 -0.957 0.880 -0.0641 0.1042 -0.1254
P 1.448 -3.023 -0.370 -0.1586 -0.0796 -0.0040
O 0.824 2.058 -2.807 -0.0320 -0.1484 -0.1012
O 0.900 -1.642 -0.160 0.2632 0.1138 -0.1233
O -0.106 1.774 -0.807 -0.0037 -0.0044 -0.1332
N 1.042 -3.538 -1.876 -0.0444 0.0671 -0.0733
N -4.232 0.417 7.609 0.0310 0.0204 0.0282
N 0.908 -4.012 0.813 0.1419 -0.0056 0.0860
N 2.320 0.339 -4.323 0.0695 -0.0211 0.0416
N 2.146 0.917 0.340 0.0268 0.1111 0.1236
N 3.101 -3.142 -0.367 -0.0659 0.1776 0.0120
N 4.437 -0.454 -4.796 0.0803 -0.0259 -0.0013
N -6.871 -0.955 4.813 -0.0186 -0.0326 -0.0238
N 4.164 1.708 -4.054 -0.0268 -0.0247 0.0168
C 3.884 -2.496 -1.429 -0.0320 -0.0719 0.0306
C -0.381 -3.345 -2.260 0.0019 0.0210 -0.0268
C 3.411 2.946 -3.814 0.0065 -0.0331 -0.0303
C -2.624 -0.548 2.552 0.0798 -0.0255 0.0818
C -0.725 -4.558 -3.134 -0.0275 0.0154 0.0208
C -4.393 -0.522 4.219 -0.0343 -0.0208 0.0034
C 0.316 -3.582 2.091 -0.0889 0.0015 -0.0595
C -5.769 -0.766 4.552 0.0444 0.0601 0.0439
C -2.176 0.185 4.811 0.0428 -0.0099 -0.0360
C 1.103 -4.378 3.122 0.0090 0.0035 0.0220
C 3.383 2.382 -1.227 0.0019 0.0310 0.0199
C 1.556 -4.773 -2.492 0.0367 0.0141 0.0327
C 0.310 -5.611 -2.744 0.0130 -0.0290 -0.0244
C -3.954 -0.750 2.928 0.0383 0.0015 -0.0427
C 3.769 -2.936 0.941 0.0270 -0.0234 0.0041
C -1.715 -0.071 3.519 -0.0619 -0.0444 0.0124
C 3.625 0.541 -4.394 -0.0766 0.0253 0.0238
C 0.876 1.767 -1.607 0.0460 0.0982 0.2066
C -3.903 0.214 6.528 -0.0576 -0.0449 -0.0633
C 1.318 -5.730 2.434 -0.0059 -0.0181 -0.0150
C 1.352 -5.413 0.924 -0.0495 -0.0037 -0.0167
C 5.114 -2.279 0.602 0.0248 -0.0346 0.0294
C -3.489 -0.047 5.177 -0.0096 0.0259 0.0474
C 5.304 -2.554 -0.890 0.0208 0.0267 -0.0167
C 2.256 1.341 -1.064 -0.0321 -0.1352 -0.0379
C 3.384 3.415 -2.358 0.0258 0.0285 0.0010
H 2.823 0.202 0.582 -0.0340 -0.0433 -0.0227
H -0.744 -3.851 2.113 -0.0054 0.0075 0.0048
H 3.898 -3.896 1.444 0.0104 -0.0053 -0.0169
H 3.567 -1.453 -1.586 0.0331 -0.0294 0.0008
H 0.384 -2.505 2.215 0.0346 0.0165 0.0205
H 4.332 1.836 -1.233 -0.0065 -0.0110 -0.0050
H 3.862 3.719 -4.436 0.0172 -0.0007 0.0145
H -1.487 0.568 5.552 -0.0019 -0.0027 0.0049
H 3.170 -2.301 1.602 0.0119 -0.0188 0.0163
H -0.504 -2.404 -2.796 -0.0291 0.0077 0.0303
H 5.076 -1.203 0.789 -0.0271 0.0099 -0.0311
H 2.294 -5.252 -1.849 -0.0075 -0.0164 -0.0185
H 4.264 4.036 -2.175 -0.0101 0.0125 -0.0102
H 2.280 1.703 0.971 0.0981 0.0053 -0.0415
H -4.662 -1.097 2.188 -0.0077 -0.0100 0.0021
H -1.748 -4.891 -2.973 -0.0064 0.0064 -0.0205
H 0.571 -4.470 4.067 0.0045 0.0056 0.0073
H 5.965 -1.836 -1.374 0.0162 -0.0035 0.0009
H 5.169 1.765 -4.058 0.0098 -0.0118 -0.0062
H -1.008 -3.299 -1.366 -0.0132 -0.0260 -0.0043
H 5.371 -0.251 -5.107 -0.0052 0.0000 -0.0288
H 2.043 -4.530 -3.443 0.0209 -0.0217 0.0103
H -0.623 -4.305 -4.191 0.0202 -0.0001 0.0007
H 1.933 -0.533 -4.640 0.0110 -0.0051 -0.0242
H 2.058 -3.887 3.321 -0.0033 0.0015 -0.0133
H 5.718 -3.551 -1.043 -0.0188 -0.0158 -0.0036
H 2.351 -5.526 0.498 0.0226 0.0001 0.0241
H 2.496 0.437 -1.630 0.0049 0.0374 -0.0036
H 2.231 -6.225 2.762 -0.0046 -0.0112 0.0029
H 2.402 2.795 -4.179 0.0038 0.0108 -0.0093
H 0.011 -6.122 -1.827 0.0002 0.0161 0.0099
H 3.403 2.972 -0.306 -0.0108 0.0123 -0.0113
H 4.050 -1.338 -5.076 -0.0074 -0.0056 0.0084
H 5.923 -2.681 1.208 0.0025 0.0273 0.0148
H 2.523 4.078 -2.262 -0.0153 -0.0242 0.0008
H 0.677 -6.074 0.376 0.0303 -0.0125 -0.0138
H 1.703 0.988 -3.799 -0.0721 0.1513 0.0116
H 0.488 -6.401 2.653 -0.0075 0.0114 -0.0015
H 0.464 -6.364 -3.516 -0.0065 -0.0101 0.0107
H 3.759 -3.030 -2.371 -0.0072 -0.0122 -0.0158
```
Forces are in eV/Å.

For the gap between HOMO and LUMO, the calculation gives 0.269 Eh. As for the total energy: -3043.43671 a.u. The largest force on an atom is 0.44 eV/Å. Its net charge is +1. The value obtained for the energy above the lowest of the compared OMol25 structures with the same formula, charge and spin is 4.0 kcal/mol.

Atomic partial charges in e from the Löwdin method, atoms 1 to 5:
1. Tl 0.642
2. S 0.617
3. S 0.652
4. P 0.545
5. O 0.015

3.
This record from the OMol25 dataset describes a structure of composition C26H41CaN3O2PSi at a distorted geometry. The level of theory is ωB97M-V/def2-TZVPD.

Geometry as XYZ:
```
75
Properties=species:S:1:pos:R:3:forces:R:3
Ca 12.436 14.069 6.594 0.1540 1.4214 0.0945
P 9.488 14.050 5.514 -0.9707 0.7881 0.5894
Si 15.943 13.534 6.350 2.2103 0.2374 0.3067
O 12.603 16.261 7.349 0.2016 0.8286 -0.0267
O 11.373 7.126 6.161 -0.1425 1.3209 0.1134
N 14.642 14.608 6.265 -1.5742 -0.4009 0.0522
N 12.618 9.532 7.012 -0.6394 -0.9476 0.0046
N 12.652 11.987 7.244 -0.7919 -4.7438 0.2975
C 11.938 8.012 5.193 -0.2820 -1.2283 -0.8886
C 8.459 15.624 5.327 2.1457 -0.2643 0.2883
C 9.701 18.195 8.648 1.5039 1.1389 -2.0008
C 11.536 17.200 7.388 0.3901 0.2810 -0.7751
C 11.818 8.716 7.921 0.1485 -0.4626 0.8518
C 9.571 19.196 7.641 -0.8790 -1.6326 2.0850
C 12.535 10.798 7.172 1.4169 4.4385 -0.5811
C 10.744 17.249 8.508 -1.8883 0.1961 1.1763
C 10.263 19.036 6.473 1.0488 -0.0805 -0.0805
C 11.266 18.071 6.322 -0.7822 -0.3245 0.1090
C 8.229 11.813 6.833 1.4397 -0.1064 0.5207
C 14.230 18.104 7.132 0.8006 0.9013 -0.9999
C 11.736 13.694 3.922 1.0524 -0.3140 -0.3853
C 10.197 13.569 3.895 1.4261 -0.2462 0.6004
C 16.002 17.995 5.416 -1.4847 -0.9768 1.6680
C 14.709 15.947 6.108 0.7696 1.5380 -0.6979
C 15.698 12.408 4.863 -1.1879 0.7287 -1.0701
C 7.206 15.735 4.502 0.1872 0.4339 -1.0835
C 13.049 8.849 5.746 0.5754 1.1355 0.6862
C 15.989 12.666 8.069 -0.9279 0.4661 0.0645
C 17.660 14.391 6.121 -1.1836 0.6163 -0.2399
C 10.778 7.955 7.147 -0.6228 0.1703 0.5180
C 13.867 16.818 6.885 0.4838 -0.5427 -1.0436
C 15.633 16.618 5.221 0.3027 1.3612 1.0477
C 15.336 18.703 6.433 -0.1993 0.0904 -0.1384
C 8.113 12.842 5.728 -0.1863 -0.2962 -0.5864
H 17.622 14.792 5.083 0.6381 -0.5464 0.5775
H 12.463 8.018 8.427 0.5457 -0.4494 0.0484
H 12.305 7.355 4.410 0.4310 0.0181 -0.0526
H 7.077 15.020 3.674 0.3547 0.1496 0.2767
H 8.911 10.990 6.523 -0.5993 0.2945 0.1978
H 10.211 7.353 7.863 0.0038 -0.1254 -0.3701
H 11.169 8.596 4.683 -0.2665 0.3091 0.3831
H 16.987 12.451 8.430 0.3154 -0.3931 -0.3154
H 16.510 12.086 4.229 0.6899 -0.4333 0.4233
H 10.028 12.515 3.833 -0.5124 -0.7445 -0.3373
H 12.179 13.676 2.889 -0.3775 -0.3621 1.0345
H 7.195 13.429 5.818 0.0729 -0.1805 -0.0539
H 11.687 17.976 5.328 0.6002 -0.0247 0.3133
H 10.774 16.520 9.304 0.6986 -0.1809 0.0279
H 15.095 11.559 5.181 -0.1293 -0.3874 -0.2649
H 12.267 12.874 4.553 -0.8818 1.1013 -1.2177
H 8.317 15.962 6.352 -0.2788 -0.1635 0.2110
H 7.259 16.749 4.059 -0.5298 -0.5519 0.1157
H 13.904 8.240 6.019 0.0937 -0.1801 0.0107
H 12.046 14.688 4.274 0.0674 0.0377 0.0472
H 15.572 13.281 8.900 0.0385 0.0011 -0.7791
H 13.398 9.645 5.075 -0.1903 -0.3855 -0.0433
H 7.296 11.428 7.213 -0.4208 -0.2972 -0.3684
H 9.209 16.351 4.994 -0.0240 -0.0134 -0.2213
H 15.647 19.762 6.597 -0.5428 -1.0595 0.1843
H 16.218 16.078 4.484 -0.3450 -0.2848 0.2433
H 15.364 11.768 8.062 0.2872 -0.1761 0.0708
H 16.846 18.511 4.960 -0.3288 -0.5090 -0.4228
H 10.118 19.741 5.691 -0.1374 0.3576 -0.6947
H 8.703 12.253 7.712 0.0833 0.1091 0.1060
H 13.593 18.668 7.781 -0.0268 0.5308 0.2945
H 9.837 14.039 3.009 -0.6299 0.4560 -0.5265
H 10.115 8.716 6.695 -0.1097 -0.4836 -0.1072
H 15.100 13.005 4.093 0.3547 -0.6215 1.2002
H 17.710 15.292 6.746 -0.0687 -0.1179 0.0354
H 6.334 15.655 5.114 -0.6286 0.0408 0.3401
H 8.106 12.312 4.768 -0.5429 0.1281 0.0585
H 8.833 19.964 7.846 0.1835 0.1034 -0.5007
H 18.559 13.815 6.349 -0.2130 -0.2128 -0.3414
H 9.081 18.300 9.515 -0.0404 -0.4142 0.4521
H 11.407 9.315 8.744 -0.1485 0.1365 -0.5106
```
Forces are in eV/Å.

For the gap between HOMO and LUMO, the calculation gives 0.254 Eh. As for the total energy: -2638.33018 a.u. The largest force on an atom is 4.82 eV/Å. Its net charge is +1. The value obtained for the energy above the lowest of the compared OMol25 structures with the same formula, charge and spin is 21.6 kcal/mol.

Atomic partial charges in e from the Löwdin method, atoms 1 to 5:
1. Ca 1.269
2. P 0.952
3. Si 0.387
4. O -0.185
5. O -0.086